#a
2 unconnected molecules or ions with the total composition CH3Br3P. Source: the OMol25 dataset; level of theory: wB97M-V/def2-TZVPD.

The geometry in ORCA input format:
```
! wB97M-V def2-TZVPD RIJCOSX def2/J DEFGRID3
* xyz 1 1
C 1.319 -0.212 0.107
P 0.836 1.199 1.118
Br -0.242 2.425 -0.365
Br -1.961 -0.758 -0.141
Br -4.142 -1.003 -0.519
H 2.025 -0.777 0.759
H 1.796 0.046 -0.912
H 0.370 -0.921 -0.047
*
```

Output
HOMO: -13.7 eV
Kohn-Sham gap: 5.6 eV

#b
2 unconnected molecules or ions with the total composition CH3Br3P. Source: the OMol25 dataset; level of theory: wB97M-V/def2-TZVPD.

The geometry in ORCA input format:
```
! wB97M-V def2-TZVPD RIJCOSX def2/J DEFGRID3
* xyz 1 1
C 0.844 0.786 -1.730
P -1.554 -1.697 1.894
Br -0.071 -1.494 3.454
Br 0.675 -0.294 -0.057
Br -2.916 -0.043 2.221
H 1.843 1.227 -1.791
H 0.135 1.582 -1.618
H 1.043 -0.067 -2.373
*
```

Output
HOMO: -14.2 eV
Kohn-Sham gap: 6.5 eV

Short version: #a is the least stable of them.

#a
A gas-phase ion, CH6N3O (charge +1). Source: the OMol25 dataset; level of theory: wB97M-V/def2-TZVPD.

The geometry in ORCA input format:
```
! wB97M-V def2-TZVPD RIJCOSX def2/J DEFGRID3
* xyz 1 1
N -1.445 -0.835 -0.382
C -0.615 -0.532 0.588
N 0.522 0.197 0.434
N 0.938 0.619 -0.804
O 1.381 0.069 1.526
H -2.132 -1.538 -0.393
H -1.176 -0.320 -1.216
H -0.581 -0.837 1.630
H 1.090 1.671 -0.915
H 1.624 -0.121 -1.295
H 1.839 0.991 1.738
*
```

Output
HOMO: -15.1 eV
Kohn-Sham gap: 11.0 eV
Structure (SMILES): N/C=[N+](\N)O

#b
2 unconnected molecules or ions with the total composition CH6N3O. Source: the OMol25 dataset; level of theory: wB97M-V/def2-TZVPD.

The geometry in ORCA input format:
```
! wB97M-V def2-TZVPD RIJCOSX def2/J DEFGRID3
* xyz 1 1
C 2.410 0.258 -0.061
N 3.412 -0.358 0.106
N -1.576 -0.773 0.239
N -1.559 0.630 0.094
O 1.388 0.796 0.095
H -2.538 -1.168 0.158
H 4.023 -0.737 -0.513
H -1.011 -1.318 -0.346
H -0.476 0.804 0.014
H -2.148 0.901 0.929
H -1.924 0.965 -0.714
*
```

Output
HOMO: -15.2 eV
Kohn-Sham gap: 11.4 eV

Short version: #a is the least stable of them.

#a
A single C4H6N2S molecule. Source: the OMol25 dataset; level of theory: wB97M-V/def2-TZVPD.

The geometry in ORCA input format:
```
! wB97M-V def2-TZVPD RIJCOSX def2/J DEFGRID3
* xyz 0 1
N -0.788 -1.798 0.007
C -0.197 -0.559 0.109
C 0.462 -0.041 -0.996
C 1.227 1.090 -0.952
N 1.065 2.179 -0.169
S -0.238 2.219 0.822
C -0.632 0.402 1.277
H -0.465 -2.484 -0.670
H -1.331 -2.243 0.738
H 0.947 -0.771 -1.768
H 1.797 1.524 -1.912
H -1.828 0.269 1.410
H -0.019 0.213 2.105
*
```

Output
HOMO: -7.4 eV
Kohn-Sham gap: 7.6 eV
Structure (SMILES): NC1=CC=NSC1

#b
A single C4H6N2S molecule. Source: the OMol25 dataset; level of theory: wB97M-V/def2-TZVPD.

The geometry in ORCA input format:
```
! wB97M-V def2-TZVPD RIJCOSX def2/J DEFGRID3
* xyz 0 1
C -0.034 0.030 -1.454
C 0.583 -0.263 -0.174
C -1.126 -0.769 3.503
C -0.306 0.975 -0.362
N -1.250 0.081 2.670
N -1.483 1.054 1.925
S -2.030 0.988 0.360
H 0.570 0.289 -2.426
H -0.955 -0.504 -1.848
H 0.128 -1.058 0.342
H 1.658 -0.186 -0.050
H 0.008 1.955 -0.495
H -1.112 -1.482 4.223
*
```

Output
HOMO: -8.2 eV
Kohn-Sham gap: 9.1 eV

Short version: #b is the least stable of them.

#a
2 unconnected molecules or ions with the total composition C5H10O. Source: the OMol25 dataset; level of theory: wB97M-V/def2-TZVPD.

The geometry in ORCA input format:
```
! wB97M-V def2-TZVPD RIJCOSX def2/J DEFGRID3
* xyz -1 2
C 0.001 1.127 -0.455
C -0.062 -0.284 -0.572
C -0.427 -1.134 0.484
C -0.153 -2.488 0.601
C -0.261 -3.274 1.887
H -0.341 1.820 -1.214
H -0.221 1.444 0.569
H 0.538 -0.813 -1.331
H -1.163 -0.791 1.212
H 0.562 -2.901 -0.109
H 0.244 -4.241 1.831
H 0.260 -2.729 2.681
H -1.293 -3.445 2.218
H 1.031 6.645 -2.517
H 0.396 5.346 -3.012
O 0.889 5.718 -2.273
*
```

Output
HOMO (spin up / spin down): 0.0 / -2.0 eV
Kohn-Sham gap (spin up / spin down): 2.9 / 4.9 eV
⟨S²⟩: 0.778

#b
2 unconnected molecules or ions with the total composition C5H10O. Source: the OMol25 dataset; level of theory: wB97M-V/def2-TZVPD.

The geometry in ORCA input format:
```
! wB97M-V def2-TZVPD RIJCOSX def2/J DEFGRID3
* xyz -1 2
C -1.963 0.357 0.613
C -0.479 0.443 0.784
C 0.198 -0.359 1.609
C 0.700 1.549 -1.297
C 0.220 1.541 0.038
H -2.391 -0.609 0.928
H -2.464 1.121 1.220
H -2.267 0.554 -0.412
H -0.449 -1.036 2.172
H 1.240 -0.290 1.871
H -0.072 1.408 -2.057
H 1.766 1.350 -1.428
H 1.035 1.858 0.717
H 0.520 -2.304 -0.689
H 1.053 -2.253 -2.136
O 1.232 -2.649 -1.250
*
```

Output
HOMO (spin up / spin down): -0.2 / -2.5 eV
Kohn-Sham gap (spin up / spin down): 4.4 / 6.4 eV
⟨S²⟩: 0.755

#c
2 unconnected molecules or ions with the total composition C5H10O. Source: the OMol25 dataset; level of theory: wB97M-V/def2-TZVPD.

The geometry in ORCA input format:
```
! wB97M-V def2-TZVPD RIJCOSX def2/J DEFGRID3
* xyz -1 2
C 0.805 2.431 1.086
C -0.109 1.608 0.524
C 0.195 0.163 0.374
C -0.768 -0.704 0.824
C -0.595 -2.179 0.631
H 0.594 3.455 1.412
H 1.694 2.082 1.598
H -0.972 1.854 -0.086
H 1.156 -0.170 -0.011
H -1.704 -0.336 1.214
H 0.336 -2.557 0.198
H -1.397 -2.631 0.005
H -0.644 -2.786 1.550
H 0.325 -0.900 -1.760
H -0.348 -0.763 -3.175
O 0.481 -0.637 -2.688
*
```

Output
HOMO (spin up / spin down): 0.9 / -3.3 eV
Kohn-Sham gap (spin up / spin down): 3.2 / 7.2 eV
⟨S²⟩: 0.763

Short version: #b is the least stable of them.

#a
A molecular structure, C7H13N3O. Source: the OMol25 dataset; level of theory: wB97M-V/def2-TZVPD.

The geometry in ORCA input format:
```
! wB97M-V def2-TZVPD RIJCOSX def2/J DEFGRID3
* xyz 0 1
C -1.391 2.849 -1.000
C -0.648 2.357 0.837
C -1.543 -1.286 -0.303
C 0.242 -2.460 1.178
C 2.486 0.082 -1.116
C -0.646 -1.319 0.862
C 0.597 0.276 0.185
N -1.354 3.234 0.288
N -0.813 1.671 -1.176
N -0.274 1.350 -0.030
O 1.125 -0.325 -0.983
H -1.968 3.287 -1.777
H -0.314 2.265 1.922
H -2.410 -0.631 -0.106
H -2.064 -2.150 -0.706
H -1.033 -0.813 -1.174
H -0.389 -3.258 1.482
H 0.744 -3.002 0.282
H 1.038 -2.160 1.841
H 2.819 -0.322 -2.019
H 2.967 -0.294 -0.192
H 2.462 1.154 -1.063
H -1.007 -0.914 1.733
H 1.374 0.409 1.034
*
```

Output
HOMO: -8.1 eV
Kohn-Sham gap: 9.0 eV

#b
2 unconnected molecules or ions with the total composition C7H13N3O. Source: the OMol25 dataset; level of theory: wB97M-V/def2-TZVPD.

The geometry in ORCA input format:
```
! wB97M-V def2-TZVPD RIJCOSX def2/J DEFGRID3
* xyz 0 1
C -1.837 2.221 -0.565
C -0.901 2.089 -1.764
C -0.508 2.981 -2.824
N 0.532 2.315 -3.500
C 0.677 1.138 -2.880
N -0.210 0.932 -1.847
H -1.940 1.236 -0.096
H -2.818 2.608 -0.766
H -1.349 2.858 0.268
H -0.924 3.925 -3.053
H 1.060 2.703 -4.169
H 1.451 0.415 -2.956
C -0.309 -1.087 2.806
C 1.063 -1.681 2.390
C 1.182 -3.071 1.922
N 0.887 -3.197 0.580
O 1.231 -4.052 2.646
H -0.816 -0.535 2.115
H -0.311 -0.636 3.783
H -0.966 -1.997 2.910
H 1.453 -0.922 1.644
H 1.599 -1.540 3.335
H 0.779 -4.172 0.168
H 0.975 -2.533 -0.147
*
```

Output
HOMO: -8.6 eV
Kohn-Sham gap: 9.3 eV
Structure (SMILES): Cc1c[nH]cn1.CCC(N)=O

Short version: #a is the least stable of them.